Record 1
A molecular structure, C22H29AsIrN2O10S. Source: the Open Molecules 2025 dataset; level of theory: the ωB97M-V functional and the def2-TZVPD basis.

Highest occupied orbital energy (alpha / beta)   -8.98 / -9.04 eV
LUMO (alpha / beta)   -0.101 / -0.092 Ha
Gap between HOMO and LUMO (alpha / beta)   6.23 / 6.52 eV

Structure (ORCA input):
```
! RIJCOSX wB97M-V def2-TZVPD def2/J DEFGRID3
* xyz 0 2
Ir -0.4099 -0.4725 -0.0981
O 1.6753 0.5278 3.5205
C 0.7077 0.4317 2.5272
O 1.1092 -0.2903 1.5159
C 0.3567 1.9058 2.1095
O 0.2567 2.0445 0.7195
C 1.4368 2.4515 0.0709
C 1.6314 1.7476 -1.3215
O 2.2717 2.3623 -2.1519
O 1.1317 0.6009 -1.4656
H 1.9036 -0.3717 3.7905
H 1.1384 2.5508 2.5197
H -0.6152 2.1486 2.5389
H 2.3285 2.2297 0.6675
H 1.3952 3.5322 -0.1293
C -3.6570 -2.8008 -2.4540
C -2.9226 -2.4633 -1.1419
C -3.9675 -2.1882 -0.0348
O -2.0641 -1.4248 -1.3450
H -4.3063 -3.6601 -2.3132
H -2.9362 -3.0299 -3.2350
H -4.2558 -1.9488 -2.7704
H -2.3553 -3.3595 -0.8201
H -4.6388 -1.4005 -0.3698
H -3.4817 -1.8788 0.8874
H -4.5337 -3.0972 0.1479
C -1.3259 3.1851 -1.7518
As -1.7794 1.2705 -1.5561
C -3.7183 1.4494 -1.2598
C -1.7827 0.7692 -3.5055
C -0.4301 0.4508 -4.0315
C 0.2984 1.3603 -4.7934
C 1.5562 1.0372 -5.2681
C 2.1044 -0.2043 -4.9920
C 1.3858 -1.1204 -4.2383
C 0.1333 -0.7949 -3.7556
H -2.0595 3.6770 -2.3959
H -0.3341 3.2856 -2.1891
H -1.3307 3.6661 -0.7751
H -4.2776 1.0347 -2.0995
H -3.9740 2.5006 -1.1217
H -3.9690 0.9058 -0.3522
H -2.2328 1.6099 -4.0437
H -2.4226 -0.1129 -3.5645
H -0.1233 2.3320 -5.0098
H 2.1109 1.7574 -5.8512
H 3.0919 -0.4527 -5.3541
H 1.8108 -2.0922 -4.0270
H -0.4211 -1.4862 -3.1338
N -0.1922 -6.9688 -0.6230
C 0.3198 -5.9484 -0.7150
C 0.9615 -4.6966 -0.8838
C 2.1542 -4.5980 -1.6056
C 2.7271 -3.3487 -1.7620
C 2.0632 -2.2366 -1.2597
N 0.9173 -2.3401 -0.6042
C 0.3935 -3.5288 -0.3671
H 2.6098 -5.4822 -2.0275
H 3.6630 -3.2281 -2.2854
H 2.4373 -1.2328 -1.3928
H -0.4891 -3.5444 0.2558
O -0.4504 -0.1253 3.1938
S -1.6630 -0.6357 2.3109
O -2.7231 -0.8816 3.2301
O -1.9653 0.4415 1.3491
O -1.2304 -1.8315 1.5840
*
```


Record 2
A molecular structure, CH2AuO4. Source: the Open Molecules 2025 dataset; level of theory: the ωB97M-V functional and the def2-TZVPD basis.

Highest occupied orbital energy (alpha / beta)   -7.77 / -10.66 eV
LUMO (alpha / beta)   0.010 / -0.162 Ha
Gap between HOMO and LUMO (alpha / beta)   8.04 / 6.26 eV

Structure (ORCA input):
```
! RIJCOSX wB97M-V def2-TZVPD def2/J DEFGRID3
* xyz 0 4
O -0.5127 -0.8476 0.9553
C 0.5347 -0.1553 1.2492
O 0.5106 1.1444 0.9350
O 1.6492 -0.7069 1.3106
Au -0.8508 -1.4290 -0.7150
H 0.0559 1.2652 -0.0539
O -0.8558 0.2075 -1.4195
H -0.5310 0.5218 -2.2618
*
```


Record 3
A molecular structure, C6H11NO10Rb. Source: the Open Molecules 2025 dataset; level of theory: the ωB97M-V functional and the def2-TZVPD basis.

Highest occupied orbital energy   -3.76 eV
LUMO   0.048 Ha
Gap between HOMO and LUMO   5.07 eV
Energy relative to the best compared isomer or geometry (same formula, charge and spin)   14.072 eV

Structure (ORCA input):
```
! RIJCOSX wB97M-V def2-TZVPD def2/J DEFGRID3
* xyz -1 1
Rb -0.0326 1.0354 1.0488
C -0.3120 -1.0773 -0.1110
C 0.3379 -0.9919 -1.4745
O 1.5073 -0.8703 -1.6150
N -0.6782 -0.8440 -2.6021
H -1.5819 -1.1201 -2.2454
H -0.8169 0.1393 -2.7863
C -0.4016 -1.6300 -3.8915
H 0.4839 -1.1688 0.6280
H -0.9291 -1.9672 0.0129
H -0.8657 -0.1750 0.1488
H 0.0454 -0.9303 -4.5977
H -1.3552 -2.0235 -4.2435
H 0.2526 -2.4935 -3.7709
O -1.5380 -2.0740 1.9866
C -2.2395 -1.0627 1.4819
O -1.6784 -0.0499 1.0105
O -3.4487 -1.3526 1.3620
H -0.5825 -1.9855 1.9573
O 3.6036 1.7863 0.4710
C 2.3393 1.5010 0.3605
O 1.6690 2.1434 -0.4171
O 1.8599 0.5775 1.0594
H 3.9402 1.0508 0.9880
O 0.1690 2.6057 4.2048
C -0.1538 2.6863 2.9371
O 0.7881 2.9754 2.1683
O -1.2121 2.3996 2.3469
H 0.8302 2.9160 3.5818
*
```


Record 4
A single C14H17N3O3S molecule. Source: the Open Molecules 2025 dataset; level of theory: the ωB97M-V functional and the def2-TZVPD basis.

Highest occupied orbital energy   -8.33 eV
LUMO   0.016 Ha
Gap between HOMO and LUMO   8.76 eV
Energy relative to the best compared isomer or geometry (same formula, charge and spin)   2.472 eV
SMILES string   CC1CCN(C(=O)CSc2nnc(-c3ccco3)o2)CC1

Structure (ORCA input):
```
! RIJCOSX wB97M-V def2-TZVPD def2/J DEFGRID3
* xyz 0 1
C -0.8533 -1.1747 2.8447
C -1.8296 -0.3325 2.0296
C -2.2636 -1.0740 0.7643
C -3.1938 -0.2028 -0.0745
N -2.5242 1.0356 -0.4242
C -2.2075 1.2574 -1.7096
O -2.6033 0.5644 -2.6248
C -1.4256 2.5246 -2.0646
S 0.2610 2.7260 -1.3926
C 0.8318 1.1026 -1.3544
N 0.1587 -0.0058 -1.3639
N 1.0478 -1.0014 -1.2300
C 2.2265 -0.4639 -1.1402
C 3.4898 -1.1103 -0.9702
C 4.7503 -0.5672 -0.8719
C 5.6261 -1.6589 -0.7124
C 4.8393 -2.7744 -0.7254
O 3.5515 -2.4530 -0.8797
O 2.1622 0.8959 -1.2144
C -2.1310 1.8077 0.7298
C -1.1937 1.0008 1.6318
H 0.0248 -1.4136 2.2485
H -1.3198 -2.1074 3.1524
H -0.5320 -0.6392 3.7357
H -2.7166 -0.1267 2.6416
H -2.7739 -2.0014 1.0270
H -1.3866 -1.3201 0.1643
H -3.4637 -0.7056 -1.0031
H -4.1041 0.0386 0.4870
H -1.3356 2.5368 -3.1515
H -1.9623 3.4177 -1.7411
H 4.9986 0.4734 -0.9109
H 6.6901 -1.6204 -0.6035
H 5.0768 -3.8161 -0.6357
H -1.6536 2.7396 0.4316
H -3.0418 2.0545 1.2917
H -0.9565 1.5903 2.5195
H -0.2633 0.8034 1.0991
*
```


Record 5
2 unconnected molecules or ions with the total composition C4H10O. Source: the Open Molecules 2025 dataset; level of theory: the ωB97M-V functional and the def2-TZVPD basis.

Highest occupied orbital energy   -9.17 eV
LUMO   0.035 Ha
Gap between HOMO and LUMO   10.12 eV
Energy relative to the best compared isomer or geometry (same formula, charge and spin)   1.275 eV
SMILES string   C/C=C/C.O

Structure (ORCA input):
```
! RIJCOSX wB97M-V def2-TZVPD def2/J DEFGRID3
* xyz 0 1
C -1.3222 0.1827 -1.4961
C -0.6369 0.4555 -0.1840
C -0.6414 -0.4164 0.8233
C -0.1593 -0.2126 2.2146
H -2.3307 0.6781 -1.4049
H -0.7549 0.2851 -2.4056
H -1.7336 -0.8265 -1.6089
H -0.1771 1.4256 -0.0568
H -0.9308 -1.4584 0.5552
H 0.5836 0.5920 2.1242
H 0.3500 -1.1063 2.6360
H -0.8645 -0.0053 3.0108
O 2.2490 0.1120 -1.0444
H 2.8783 -0.5852 -1.2484
H 1.3865 -0.2113 -1.3386
*
```


Record 6
15 unconnected molecules or ions with the total composition C30H45N15. Source: the Open Molecules 2025 dataset; level of theory: the ωB97M-V functional and the def2-TZVPD basis.

Highest occupied orbital energy   -11.14 eV
LUMO   0.004 Ha
Gap between HOMO and LUMO   11.25 eV
Energy relative to the best compared isomer or geometry (same formula, charge and spin)   0.000 eV

Structure (ORCA input):
```
! RIJCOSX wB97M-V def2-TZVPD def2/J DEFGRID3
* xyz 0 1
C -0.7072 4.3184 0.4513
C -1.2454 3.3445 1.3666
N -1.7148 2.5208 2.0032
H -1.4122 4.4372 -0.3585
H 0.2421 4.0946 -0.0138
H -0.5998 5.2612 0.9954
C 0.1897 2.6294 -3.8932
C -1.1149 2.7483 -3.3001
N -2.1219 2.9342 -2.7813
H 0.8404 3.4667 -3.6207
H 0.0970 2.7118 -4.9800
H 0.6163 1.6864 -3.5876
C 2.4905 2.0236 3.8180
C 3.0613 0.9104 4.6080
N 3.4933 0.0847 5.2851
H 1.8406 1.6503 3.0104
H 3.2640 2.5184 3.2796
H 1.9395 2.7162 4.4736
C -4.6838 -3.1898 -0.0094
C -5.3437 -3.8055 -1.1860
N -5.8666 -4.2784 -2.0927
H -5.3759 -2.6396 0.6280
H -3.9728 -2.4281 -0.3034
H -4.2175 -4.0303 0.5330
C 0.6480 6.7327 -4.5161
C 0.9421 6.1100 -3.1994
N 1.2895 5.6507 -2.2331
H -0.4151 6.8990 -4.5910
H 1.0285 6.0821 -5.3096
H 1.0790 7.7307 -4.6568
C 3.5244 0.6043 -2.7503
C 3.4669 1.9697 -3.3048
N 3.4266 3.0655 -3.5679
H 4.0175 0.5690 -1.7751
H 4.0819 0.0903 -3.4974
H 2.5320 0.1607 -2.8225
C 3.7899 4.6854 -0.7608
C 3.0119 3.7418 0.0105
N 2.4129 2.9964 0.6122
H 4.8061 4.5736 -0.3647
H 3.4498 5.7160 -0.5890
H 3.6911 4.4535 -1.8206
C -1.9009 -1.0369 -3.4798
C -0.4728 -0.7649 -3.2669
N 0.6604 -0.5490 -3.1462
H -2.3006 -1.9908 -3.1025
H -2.1112 -0.9891 -4.5533
H -2.4699 -0.2116 -3.0029
C 5.2210 -3.9351 0.1158
C 5.6516 -3.1164 1.2274
N 5.9752 -2.4973 2.1878
H 4.9065 -4.9531 0.4084
H 5.9586 -4.0730 -0.6637
H 4.2654 -3.4999 -0.2264
C 2.0602 -3.0185 3.7972
C 1.3294 -4.1466 3.1961
N 0.7137 -5.0013 2.7033
H 2.0879 -2.2738 3.0489
H 3.0829 -3.3152 4.0754
H 1.5690 -2.6503 4.6871
C -2.3508 -4.7040 3.3511
C -2.6406 -5.9274 3.9881
N -2.8729 -6.9310 4.5245
H -3.2733 -4.1670 3.1683
H -1.7725 -4.8129 2.4499
H -1.7839 -4.1267 4.0708
C 0.5493 -0.4151 0.5075
C -0.8617 -0.4269 -0.0467
N -1.9132 -0.4721 -0.4403
H 0.5855 -1.2985 1.1887
H 0.8729 0.4561 1.0772
H 1.2530 -0.5493 -0.3014
C -4.5638 1.8253 -0.3823
C -5.3310 0.5829 -0.3829
N -5.9235 -0.3727 -0.2785
H -5.2642 2.6610 -0.2027
H -4.0610 2.0623 -1.3222
H -3.7386 1.7654 0.3474
C -0.3591 -4.2182 -0.7239
C 0.9608 -3.7449 -0.4125
N 2.0326 -3.3805 -0.1766
H -0.5603 -5.2455 -0.3712
H -0.6148 -4.1130 -1.7591
H -1.0657 -3.5369 -0.2496
C -3.4823 -0.6893 3.1878
C -2.0709 -0.9365 3.2174
N -0.9478 -1.0727 3.3282
H -3.6148 0.4166 3.1431
H -4.0233 -1.0759 4.0478
H -3.8725 -1.0466 2.2571
*
```


In eV/Å, the strongest force on any atom values for the records above are, in order, 3.68 9.90 12.33 1.89 2.15 5.32.
In eV, the DFT total energy values for the records above are, in order, -121248.2057 -12943.1566 -29008.9684 -36241.0064 -6356.5282 -54186.9070.